Record 1
Density functional theory data (wB97M-V/def2-TZVPD) for one molecule with the formula C4H4O4 in a non-equilibrium geometry.

The geometry in ORCA input format:
```
! wB97M-V def2-TZVPD RIJCOSX def2/J DEFGRID3
* xyz 0 1
C -0.16484 0.15522 0.19969
C 1.08717 -0.43925 0.77712
C -0.10374 1.12757 -1.07305
C -1.07827 -0.99499 -0.06867
H -0.84563 1.63638 1.20566
H 0.92480 -0.09452 1.81168
H 0.74841 1.14574 -1.93787
H -2.36757 -0.91453 -0.01696
O -0.76553 0.73063 1.28283
O 1.96743 -1.09222 0.33254
O -0.60032 2.24331 -1.12461
O -0.21432 -1.98976 -0.49990
*
```

Results
- energy relative to the best compared isomer or geometry (same formula, charge and spin) (kcal per mole) = 134.8
- E_tot (eV) = -12397.45954
- SMILES string = O=CC(O)(C=O)C=O
- Kohn-Sham gap (eV) = 9.33

=====

Record 2
Density functional theory data (wB97M-V/def2-TZVPD) for a 4-piece molecular cluster, C33H73N10O8P3 overall in a non-equilibrium geometry.

The geometry in ORCA input format:
```
! wB97M-V def2-TZVPD RIJCOSX def2/J DEFGRID3
* xyz 0 1
C -0.98362 -0.71273 6.51234
C -1.67538 0.25439 5.57995
C -2.73616 1.04474 6.01672
C -3.39047 1.92346 5.16826
C -3.00422 2.07421 3.83080
C -3.82815 3.05159 3.00637
C -3.28462 3.55164 1.65813
O -4.00232 4.75507 1.38552
C -1.78939 3.96013 1.69086
C -1.00821 3.75641 0.37636
C 0.46502 3.37315 0.68044
C 1.07553 2.51089 -0.45203
O 1.18737 1.15729 0.01107
O -3.65799 2.76338 0.51629
C -3.58887 1.45807 0.66654
O -4.38006 0.72177 1.13465
O -2.38683 0.94590 0.11615
C -2.35322 -0.35369 0.10596
N -2.18793 -1.48271 0.04496
C -1.93234 1.29151 3.41486
C -1.27695 0.40556 4.26233
H -1.73837 -1.20903 7.12220
H -0.25786 -0.23180 7.16583
H -0.52960 -1.49878 5.91122
H -3.08148 0.96294 7.04133
H -4.22710 2.48706 5.56774
H -3.98741 3.94166 3.61413
H -4.82367 2.62812 2.85851
H -3.81097 5.38329 2.08570
H -1.75228 5.02734 1.90751
H -1.23558 3.48806 2.49701
H -1.38956 2.96195 -0.25657
H -0.98686 4.67233 -0.21295
H 1.03364 4.29267 0.82978
H 0.54122 2.76198 1.58028
H 0.42361 2.56977 -1.32407
H 2.07948 2.88365 -0.63694
H 0.47702 0.63965 -0.37608
H -1.56819 1.37244 2.39545
H -0.42670 -0.17993 3.93391
O -2.23663 -3.85527 5.53065
P -2.49066 -4.71673 4.32229
N -3.92946 -3.93614 3.80458
C -5.25340 -4.49944 3.68325
C -3.81636 -2.49692 3.56696
N -2.77691 -6.20855 5.12188
C -3.91549 -7.07571 4.89940
C -2.33129 -6.31012 6.50639
N -2.25562 -5.59253 2.83321
C -0.96834 -6.33627 2.81707
C -2.28243 -4.80529 1.58720
H -5.25241 -5.44153 3.12769
H -5.90688 -3.83624 3.11430
H -5.72347 -4.66220 4.66101
H -3.38726 -2.28618 2.57687
H -3.16676 -2.03002 4.31006
H -4.78116 -1.99353 3.62264
H -4.82008 -6.70683 5.39746
H -3.70927 -8.07517 5.29364
H -4.11884 -7.21885 3.83950
H -3.02926 -5.82675 7.20099
H -1.35157 -5.85795 6.63557
H -2.23281 -7.36049 6.79195
H -0.10954 -5.65893 2.83512
H -0.90357 -6.95379 1.92166
H -0.89373 -7.00203 3.67413
H -1.57691 -3.97122 1.61054
H -3.27723 -4.41330 1.38625
H -2.03632 -5.43738 0.73365
O 2.96572 4.90385 -2.06835
P 3.64039 5.69391 -3.15402
N 4.41702 4.43446 -4.02044
C 5.83582 4.27658 -4.25758
C 3.58000 3.34052 -4.49071
N 4.72454 6.59898 -2.17816
C 6.14356 6.76235 -2.42467
C 4.46100 6.62088 -0.74322
N 3.83772 6.86481 -4.42946
C 3.13276 8.13735 -4.12195
C 3.40277 6.46530 -5.78098
H 6.29530 5.19321 -4.63559
H 6.01932 3.52870 -5.02999
H 6.36993 3.95445 -3.35690
H 3.04704 3.60842 -5.41493
H 2.82914 3.06388 -3.74623
H 4.16512 2.44523 -4.69612
H 6.71882 5.87674 -2.13108
H 6.52957 7.60852 -1.84947
H 6.35279 7.00123 -3.46588
H 4.80897 5.70745 -0.24592
H 3.39946 6.73728 -0.54258
H 4.96314 7.47578 -0.28422
H 2.04783 8.00057 -4.08506
H 3.36266 8.88649 -4.87942
H 3.45678 8.53831 -3.16443
H 2.36881 6.11022 -5.80125
H 4.04771 5.69033 -6.18983
H 3.48508 7.31548 -6.45810
O 1.29843 -5.15238 -2.20822
P 1.30796 -3.87109 -2.99258
N -0.35656 -3.70479 -3.35329
C -0.97112 -3.64732 -4.66019
C -1.27806 -3.72008 -2.22256
N 2.24976 -4.39754 -4.32967
C 1.91689 -4.18953 -5.72411
C 2.98295 -5.64838 -4.17089
N 1.68729 -2.21766 -3.40052
C 3.09516 -1.87548 -3.06605
C 0.84963 -1.16993 -2.78845
H -0.47492 -2.92880 -5.31863
H -2.00293 -3.30030 -4.58869
H -0.98911 -4.62743 -5.15117
H -1.30691 -2.74851 -1.72526
H -0.98170 -4.46167 -1.47643
H -2.29572 -3.96868 -2.52259
H 1.14489 -4.88548 -6.07365
H 2.80185 -4.34226 -6.34879
H 1.59763 -3.16716 -5.91983
H 2.33791 -6.52475 -4.30665
H 3.44196 -5.71019 -3.18826
H 3.79442 -5.70093 -4.90120
H 3.27411 -1.90568 -1.98717
H 3.33562 -0.87605 -3.42945
H 3.78562 -2.56655 -3.54406
H 0.80409 -1.25431 -1.69817
H -0.16389 -1.19374 -3.18447
H 1.25084 -0.18703 -3.03929
*
```

Results
- E_tot (eV) = -94548.73060
- SMILES string = Cc1ccc(C[C@@](O)(CCCCO)OC(=O)OC#N)cc1.CN(C)P(=O)(N(C)C)N(C)C.CN(C)P(=O)(N(C)C)N(C)C.CN(C)P(=O)(N(C)C)N(C)C
- Kohn-Sham gap (eV) = 7.90

=====

Record 3
Density functional theory data (wB97M-V/def2-TZVPD) for a 2-piece molecular cluster, C3H12N3O overall.

The geometry in ORCA input format:
```
! wB97M-V def2-TZVPD RIJCOSX def2/J DEFGRID3
* xyz 1 1
C -1.99189 0.91927 0.15382
N -0.91479 0.73294 -0.85349
C -0.20807 2.00610 -1.19668
H -2.53791 -0.01164 0.25961
H -1.54242 1.20931 1.09736
H -2.65413 1.71152 -0.18434
H -1.31800 0.35343 -1.70855
H -0.24507 0.00450 -0.52802
H -0.87683 2.64201 -1.75805
H 0.69737 1.77871 -1.75711
H 0.06183 2.51095 -0.27229
N 0.78747 -2.26896 1.66093
C 1.08668 -1.65312 0.49897
N 2.28262 -0.98580 0.45938
O 0.31432 -1.65423 -0.47005
H 0.03364 -2.93434 1.66922
H 1.46101 -2.33484 2.40410
H 2.51231 -0.66875 -0.46844
H 3.05186 -1.35705 0.99362
*
```

Results
- energy relative to the best compared isomer or geometry (same formula, charge and spin) (kcal per mole) = 6.5
- E_tot (eV) = -9818.53061
- Kohn-Sham gap (eV) = 11.38

=====

Record 4
Density functional theory data (wB97M-V/def2-TZVPD) for C12H17NO as an isolated structure in a non-equilibrium geometry.

The geometry in ORCA input format:
```
! wB97M-V def2-TZVPD RIJCOSX def2/J DEFGRID3
* xyz 0 1
C -2.09399 -1.21028 -2.76975
C 0.05105 -1.42667 -1.45268
C 0.73959 -2.28771 -0.10589
C 0.12396 -2.25704 1.29705
C -0.13884 -0.75384 1.79891
C 0.11534 0.25478 0.60949
C 0.56381 1.49531 0.98499
C 0.56403 2.87033 2.96819
C 0.53227 2.60851 0.09657
C 0.90938 2.34978 -1.27559
C 0.39749 1.08044 -1.69406
C -0.00289 0.02146 -0.83721
H -3.10959 -1.71644 -2.59357
H -1.94368 -0.18782 -2.49636
H -1.71767 -1.47801 -3.90021
H -0.98597 -2.85204 -2.02334
H 0.87811 -1.51651 -2.16733
H 1.10833 -3.49174 -0.33508
H 1.85271 -1.55563 0.10300
H -0.83769 -2.87393 1.32397
H 1.04241 -2.97471 1.77340
H 0.47250 -0.40766 2.92535
H -1.45875 -0.11459 1.83789
H 1.19009 2.46595 4.18390
H 1.17641 3.77295 2.38096
H -0.94408 2.95724 3.03260
H 0.48968 3.61845 0.65024
H 0.94821 3.13960 -2.16336
H 0.37438 0.75741 -2.70246
N -1.16130 -1.91785 -1.80974
O 0.86471 1.63029 2.36013
*
```

Results
- energy relative to the best compared isomer or geometry (same formula, charge and spin) (kcal per mole) = 280.3
- E_tot (eV) = -16246.23427
- Kohn-Sham gap (eV) = 8.89